No. 1
The following is a quantum chemistry calculation of 10 unconnected molecules or ions with the total composition C33H49FNO28 at a distorted geometry, from the Open Molecules 2025 dataset.

Structure (XYZ):
```
112
Properties=species:S:1:pos:R:3:mulliken_charge:R:1
O 5.31 -3.26 0.69 -0.433
C 4.50 -2.80 -0.45 -0.185
N 5.32 -1.60 -0.98 -0.167
C 4.71 -0.27 -0.48 -0.606
C 3.58 -0.77 0.65 -0.481
C 3.04 -2.09 -0.20 -0.057
C 1.81 -2.93 0.46 -0.587
C 0.41 -2.27 -0.17 -0.257
F 0.26 -0.93 0.47 -0.257
H 4.73 -3.56 1.45 0.326
H 4.45 -3.67 -1.23 0.318
H 6.36 -1.64 -0.78 0.357
H 5.07 -1.66 -2.01 0.433
H 4.02 0.29 -1.27 0.298
H 5.48 0.48 0.01 0.360
H 4.19 -0.97 1.64 0.290
H 2.74 -0.01 0.95 0.304
H 2.77 -1.60 -1.23 0.171
H 1.79 -4.07 0.20 0.354
H 1.77 -2.78 1.64 0.334
H 0.64 -2.06 -1.31 0.209
H -0.52 -2.97 -0.05 0.344
C -1.97 1.42 0.56 -0.154
C -3.31 0.80 0.78 -0.008
O -3.87 1.59 1.81 -0.311
C -3.25 2.81 1.76 0.532
O -3.60 3.79 2.40 -0.559
O -2.18 2.78 0.92 -0.319
H -1.64 1.34 -0.48 0.244
H -1.20 1.00 1.22 0.162
H -3.95 0.87 -0.11 0.093
H -3.24 -0.24 1.09 0.297
C 8.15 -5.78 0.33 -0.335
C 8.11 -4.60 1.24 0.018
O 9.48 -4.39 1.56 -0.326
C 10.21 -4.94 0.55 0.633
O 11.41 -4.80 0.41 -0.500
O 9.42 -5.67 -0.29 -0.325
H 7.35 -5.75 -0.41 0.241
H 8.10 -6.73 0.87 0.275
H 7.73 -3.70 0.75 -0.010
H 7.53 -4.79 2.15 0.295
C -3.67 -0.85 -4.28 -0.369
C -4.09 0.10 -3.21 -0.345
O -3.75 -0.59 -2.02 -0.198
C -2.77 -1.48 -2.34 0.540
O -2.12 -2.12 -1.53 -0.533
O -2.60 -1.56 -3.69 -0.299
H -3.35 -0.33 -5.19 0.306
H -4.47 -1.56 -4.55 0.275
H -3.54 1.04 -3.24 0.265
H -5.16 0.32 -3.24 0.344
C -7.11 5.18 0.10 -0.341
C -6.90 4.37 1.33 0.121
O -8.06 3.56 1.39 -0.337
C -8.54 3.47 0.12 0.728
O -9.43 2.71 -0.22 -0.584
O -7.90 4.33 -0.72 -0.338
H -6.17 5.43 -0.41 0.310
H -7.67 6.10 0.29 0.266
H -6.02 3.73 1.26 -0.156
H -6.81 4.99 2.23 0.304
C 12.59 -7.46 -1.38 0.066
C 13.85 -6.69 -1.14 -0.297
O 14.77 -7.30 -2.03 -0.342
C 14.04 -7.88 -3.03 0.690
O 14.52 -8.35 -4.05 -0.568
O 12.71 -7.87 -2.73 -0.335
H 11.70 -6.84 -1.24 -0.061
H 12.51 -8.34 -0.75 0.227
H 13.76 -5.63 -1.41 0.287
H 14.20 -6.77 -0.11 0.367
C -12.87 4.80 0.42 -0.181
C -11.86 5.08 -0.65 0.316
O -11.83 6.49 -0.71 -0.345
C -12.27 6.95 0.51 0.643
O -12.21 8.11 0.86 -0.563
O -12.77 5.93 1.26 -0.334
H -12.64 3.88 0.98 0.304
H -13.89 4.74 0.03 0.112
H -10.86 4.72 -0.38 -0.337
H -12.15 4.66 -1.61 0.331
C -17.66 2.98 1.15 -0.348
C -16.40 3.74 1.39 -0.327
O -15.48 3.13 0.51 -0.229
C -16.21 2.55 -0.49 0.626
O -15.73 2.08 -1.51 -0.549
O -17.54 2.56 -0.20 -0.309
H -18.55 3.59 1.29 0.299
H -17.74 2.09 1.79 0.259
H -16.49 4.80 1.13 0.267
H -16.05 3.66 2.42 0.339
C -3.68 5.70 5.62 -0.249
C -2.68 5.98 4.55 0.048
O -2.65 7.39 4.49 -0.325
C -3.08 7.85 5.70 0.621
O -3.03 9.01 6.06 -0.541
O -3.59 6.83 6.46 -0.328
H -3.46 4.78 6.18 0.302
H -4.70 5.63 5.23 0.216
H -1.68 5.61 4.82 0.234
H -2.97 5.55 3.59 0.073
C 17.50 -4.04 -3.46 -0.379
C 16.16 -4.66 -3.24 -0.157
O 15.59 -3.86 -2.21 -0.239
C 16.22 -2.65 -2.25 0.583
O 15.87 -1.67 -1.62 -0.560
O 17.29 -2.68 -3.10 -0.318
H 17.83 -4.12 -4.49 0.317
H 18.27 -4.46 -2.80 0.268
H 15.52 -4.59 -4.13 0.223
H 16.23 -5.70 -2.93 0.236
```

## Properties
- Strongest force on any atom: 3.96 eV/A
- Net charge: +1
- DFT total energy: -3547.89602 Ha
- Kohn-Sham gap: 7.95 eV

=====

No. 2
The following is a quantum chemistry calculation of C13H21FN2O4S in the gas phase at a distorted geometry, from the Open Molecules 2025 dataset.

Structure (XYZ):
```
42
Properties=species:S:1:pos:R:3:nbo_charge:R:1
C -1.53 3.18 0.91 -0.616
C -1.44 3.29 -0.65 -0.433
C -0.20 2.56 -1.24 -0.066
O -0.61 1.80 -2.38 -0.379
N -0.43 0.43 -2.15 -0.372
C -1.74 -0.24 -2.18 -0.248
C -1.71 -1.69 -1.70 -0.439
C -1.62 -1.84 -0.17 -0.220
N -0.40 -2.55 0.24 -0.634
C -0.10 -2.39 1.67 -0.244
C 1.11 -1.46 1.86 -0.080
C 1.30 -0.43 0.96 -0.145
C 2.37 0.43 1.03 -0.242
C 3.28 0.27 2.06 -0.203
C 3.09 -0.73 2.96 -0.258
C 2.03 -1.60 2.87 0.269
O 1.89 -2.62 3.81 -0.706
S 0.63 -0.04 -3.40 2.489
O 1.81 0.72 -3.21 -0.916
O 0.05 0.14 -4.68 -0.899
F 0.99 -1.53 -3.13 -0.450
H -0.65 2.67 1.30 0.208
H -1.54 4.19 1.32 0.214
H -2.43 2.63 1.16 0.211
H -1.45 4.33 -0.98 0.208
H -2.31 2.82 -1.11 0.210
H 0.34 1.97 -0.49 0.197
H 0.48 3.35 -1.59 0.194
H -2.37 0.32 -1.49 0.212
H -2.22 -0.12 -3.16 0.212
H -0.92 -2.30 -2.15 0.232
H -2.65 -2.14 -2.03 0.220
H -1.75 -0.90 0.37 0.193
H -2.48 -2.46 0.15 0.173
H -0.50 -3.53 0.01 0.366
H 0.17 -3.37 2.07 0.220
H -0.94 -1.97 2.24 0.186
H 0.58 -0.29 0.17 0.205
H 2.45 1.19 0.26 0.216
H 4.12 0.96 2.12 0.215
H 3.81 -0.82 3.77 0.219
H 1.48 -2.22 4.59 0.479
```

## Properties
- Strongest force on any atom: 3.43 eV/A
- DFT total energy: -1416.36623 Ha
- Kohn-Sham gap: 9.61 eV

=====

No. 3
The following is a quantum chemistry calculation of 2 unconnected molecules or ions with the total composition C2H8NO2P at a distorted geometry, from the Open Molecules 2025 dataset.

Structure (XYZ):
```
14
Properties=species:S:1:pos:R:3:nbo_charge:R:1
C 1.31 0.37 0.33 -0.732
C 0.00 0.18 1.09 0.099
N -0.05 -0.12 2.42 -0.741
O -1.32 1.25 -1.02 -1.147
O -0.30 -0.75 -2.98 -0.954
P -1.61 0.48 0.20 1.028
H 1.47 -0.34 -0.57 0.293
H 2.20 0.28 1.00 0.207
H 1.49 1.37 -0.13 0.279
H -1.16 -0.91 -0.16 -0.093
H 0.73 -0.09 3.06 0.396
H -0.95 -1.56 -3.09 0.463
H -0.92 -0.19 2.96 0.410
H -0.90 0.02 -3.11 0.493
```

## Properties
- Strongest force on any atom: 3.38 eV/A
- DFT total energy: -627.52251 Ha
- Kohn-Sham gap: 8.02 eV

=====

No. 4
The following is a quantum chemistry calculation of a molecular structure, C17H28F6O7 at a distorted geometry, from the Open Molecules 2025 dataset.

Structure (XYZ):
```
58
Properties=species:S:1:pos:R:3:nbo_charge:R:1
C 11.22 -14.12 -20.81 -0.629
C 12.02 -13.06 -21.72 -0.086
O 11.90 -11.73 -21.27 -0.479
C 12.74 -11.23 -20.28 0.699
O 13.45 -11.99 -19.57 -0.571
C 12.60 -9.72 -19.98 0.906
F 13.84 -9.21 -20.05 -0.276
F 11.86 -9.09 -20.91 -0.298
F 12.02 -9.51 -18.78 -0.295
H 11.62 -14.17 -19.80 0.223
H 11.42 -15.12 -21.21 0.221
H 10.18 -13.79 -20.78 0.211
H 11.91 -13.14 -22.80 0.208
H 13.02 -13.49 -21.61 0.196
C 19.52 -9.89 -20.53 -0.635
C 18.79 -11.13 -21.10 -0.065
O 17.85 -10.82 -22.19 -0.485
C 17.36 -11.81 -22.87 0.682
O 17.80 -12.97 -22.81 -0.549
C 16.25 -11.38 -23.87 0.912
F 15.93 -12.41 -24.63 -0.287
F 15.21 -10.96 -23.04 -0.336
F 16.64 -10.41 -24.67 -0.296
H 20.00 -9.19 -21.22 0.224
H 20.27 -10.22 -19.81 0.219
H 18.83 -9.31 -19.91 0.212
H 18.36 -11.75 -20.31 0.201
H 19.66 -11.56 -21.59 0.191
C 15.32 -10.67 -15.69 -0.765
C 16.19 -11.89 -16.05 0.731
O 15.86 -12.79 -16.88 -0.630
C 17.41 -11.88 -15.19 -0.736
H 15.59 -9.73 -16.18 0.299
H 15.18 -10.45 -14.63 0.229
H 14.29 -10.91 -15.96 0.233
H 17.99 -11.01 -15.48 0.260
H 17.99 -12.80 -15.25 0.234
H 17.01 -11.77 -14.18 0.246
C 17.38 -11.58 -18.49 -0.749
C 16.18 -10.71 -18.75 0.628
O 16.04 -9.67 -18.17 -0.603
C 15.28 -11.25 -19.78 -0.743
H 17.09 -12.39 -17.82 0.270
H 18.26 -11.07 -18.10 0.203
H 17.78 -12.05 -19.39 0.211
H 15.10 -12.31 -19.60 0.272
H 15.66 -11.16 -20.79 0.240
H 14.38 -10.65 -19.63 0.235
C 14.77 -13.79 -18.50 -0.838
C 16.10 -14.38 -19.00 0.623
O 16.64 -13.86 -19.97 -0.605
C 16.48 -15.79 -18.45 -0.723
H 13.95 -14.44 -18.20 0.209
H 14.37 -13.01 -19.14 0.234
H 14.89 -13.27 -17.54 0.333
H 16.34 -16.41 -19.34 0.240
H 15.92 -16.16 -17.59 0.218
H 17.53 -15.94 -18.19 0.226
```

## Properties
- Strongest force on any atom: 11.82 eV/A
- DFT total energy: -1790.03670 Ha
- Kohn-Sham gap: 8.81 eV